Here is a 6-piece molecular cluster, C34H71BF6N4O12PS5 overall in a non-equilibrium geometry from OMol25. Energies are from ωB97M-V/def2-TZVPD.

Last column: Löwdin charge in e.
Element x y z (Å)
C -1.0232 -1.9185 -3.3688  0.05
C -2.2561 -1.6172 -2.9527  -0.14
N -2.5938 -0.5936 -1.9924  0.04
C -1.5735 -0.0635 -1.2448  -0.26
N -0.8090 -0.7595 -0.4554  0.05
C -1.0124 -2.1836 -0.2340  -0.03
C -1.1443 -2.4947 1.2572  -0.43
O -0.5228 -3.3801 1.7941  0.14
N -2.0997 -1.6566 1.9095  -0.13
C -1.8414 -1.5874 3.3686  -0.06
C -3.3880 -2.3720 1.7511  -0.06
C 0.3188 -0.1251 0.2624  -0.08
C 1.6096 -0.9639 0.2736  -0.33
C 1.9773 -1.4790 1.6832  -0.05
C 2.7465 0.0261 -0.1264  -0.07
N -1.4609 1.2974 -1.4385  0.06
C -1.5809 2.1906 -0.2516  -0.09
C -0.5339 3.3268 -0.2543  -0.14
C 0.6082 3.2159 0.7615  -0.17
C 0.1520 2.9718 2.1914  -0.26
O -1.0841 3.6219 2.4455  -0.05
C -2.2563 1.5802 -2.6365  -0.37
C -2.8513 2.9656 -2.8451  -0.12
O -1.8232 3.9684 -3.0040  0.01
C -2.2708 5.2322 -2.8802  -0.70
F -2.4339 5.6045 -1.5967  0.16
F -3.4429 5.4429 -3.5028  0.17
F -1.3551 6.0450 -3.4253  0.18
P -1.0787 1.3679 -4.1532  0.96
O -1.7159 2.3710 -5.2854  -0.24
O 0.2377 2.1903 -3.6429  -0.25
C -3.3988 0.5443 -2.5325  -0.18
C -4.4896 0.9192 -1.4362  -0.06
C -4.6315 -0.0951 -0.2961  -0.11
C -5.6984 0.3791 0.6466  -0.19
F -5.3621 0.4448 1.9730  0.04
C -6.9504 0.8396 0.2940  -0.26
F -7.9290 0.0295 -0.0852  0.16
F -7.3212 2.1135 0.2616  0.15
B -4.3098 0.2192 -3.7996  -0.64
O -4.2885 0.9233 -4.9810  0.18
O -5.1598 -0.8426 -3.6440  0.04
C -5.3429 -1.6843 -4.7935  -0.03
H -0.8612 -2.3899 -4.3253  0.08
H -0.1282 -1.7647 -2.7803  0.07
H -3.0580 -2.2301 -3.3367  0.12
H -1.9458 -2.5111 -0.6809  0.12
H -0.2272 -2.7867 -0.6791  0.13
H -2.5062 -0.8143 3.7484  0.06
H -2.1226 -2.5113 3.8691  0.09
H -0.7981 -1.3281 3.5168  0.08
H -3.3586 -3.3533 2.2303  0.10
H -4.2032 -1.7753 2.1483  0.08
H -3.6161 -2.5553 0.7004  0.08
H -0.0163 0.0315 1.2844  0.11
H 0.5231 0.7933 -0.2661  0.10
H 1.6351 -1.7590 -0.4676  0.10
H 1.2284 -1.2036 2.4243  0.06
H 2.9296 -1.0802 2.0175  0.08
H 2.0366 -2.5639 1.7064  0.06
H 3.6267 -0.5537 -0.3763  0.08
H 2.9779 0.5969 0.7741  0.08
H 2.4581 0.7152 -0.9131  0.08
H -1.4986 1.5886 0.6472  0.11
H -2.5628 2.6500 -0.1918  0.12
H -0.0859 3.3879 -1.2430  0.11
H -1.0388 4.2713 -0.0840  0.10
H 1.1171 4.1803 0.7539  0.08
H 1.3802 2.5053 0.4828  0.10
H 0.9600 3.2513 2.8716  0.12
H 0.0091 1.8916 2.3210  0.10
H -1.3661 3.3341 3.3158  0.09
H -3.4755 2.9890 -3.7329  0.13
H -3.4908 3.2859 -2.0222  0.13
H -1.5420 2.0172 -6.1611  0.07
H 0.2651 3.0300 -4.1227  0.07
H -4.3284 1.9055 -1.0145  0.11
H -5.4630 0.9610 -1.9250  0.12
H -3.7308 -0.1504 0.3139  0.10
H -4.8265 -1.0847 -0.7137  0.13
H -3.7199 0.5350 -5.6489  0.11
H -4.5217 -1.6374 -5.5027  0.09
H -6.3007 -1.4533 -5.2497  0.10
H -5.4124 -2.7043 -4.4235  0.10
C 4.2981 7.4139 1.2316  -0.26
S 3.5611 6.0215 2.0938  0.83
O 3.5523 4.8730 1.1430  -0.56
C 1.8907 6.6831 2.1371  -0.26
H 5.3486 7.1867 1.0627  0.05
H 3.7958 7.5617 0.2756  0.06
H 4.2137 8.3078 1.8491  0.06
H 1.5469 6.8802 1.1213  0.06
H 1.8797 7.5997 2.7263  0.06
H 1.2446 5.9426 2.6060  0.04
C 7.2365 2.7046 -1.8494  -0.27
S 6.2287 1.6891 -0.7625  0.81
O 4.9976 1.3281 -1.5162  -0.55
C 5.7609 2.9990 0.3741  -0.28
H 7.5903 2.0766 -2.6643  0.05
H 6.6351 3.5211 -2.2492  0.06
H 8.0890 3.0952 -1.2936  0.05
H 5.2501 3.7921 -0.1664  0.04
H 6.6524 3.3881 0.8682  0.06
H 5.0882 2.5803 1.1180  0.04
C 2.8416 -6.1072 -1.0584  -0.26
S 3.2517 -4.3685 -0.8753  0.79
O 2.7779 -3.6644 -2.1043  -0.56
C 5.0236 -4.5809 -1.0161  -0.27
H 1.7576 -6.2026 -1.0369  0.05
H 3.2251 -6.4756 -2.0094  0.06
H 3.2742 -6.6689 -0.2311  0.05
H 5.2654 -5.0539 -1.9663  0.06
H 5.3830 -5.1956 -0.1938  0.03
H 5.4887 -3.5976 -0.9673  0.05
C -5.8521 -2.5666 6.3236  -0.26
S -5.6546 -1.2362 5.1338  0.81
O -4.1914 -0.9720 5.0150  -0.56
C -6.3422 0.0580 6.1701  -0.26
H -5.4408 -3.4735 5.8855  0.05
H -5.3130 -2.3242 7.2392  0.06
H -6.9120 -2.7108 6.5319  0.06
H -5.7717 0.1286 7.0960  0.06
H -7.3872 -0.1664 6.3831  0.06
H -6.2755 0.9969 5.6247  0.05
C 9.2712 -6.9086 0.4731  -0.27
S 7.8167 -7.8502 -0.0005  0.82
O 7.0060 -6.9806 -0.8972  -0.56
C 7.0339 -7.8189 1.6176  -0.27
H 9.8863 -6.7741 -0.4139  0.05
H 8.9697 -5.9358 0.8618  0.06
H 9.8322 -7.4627 1.2254  0.06
H 6.8804 -6.7864 1.9332  0.06
H 7.6637 -8.3446 2.3349  0.05
H 6.0744 -8.3258 1.5375  0.05

Summary:
Multiplicity: 1
LUMO: -0.090 hartree
Molecular weight: 1044.07 g mol⁻¹
Gap between HOMO and LUMO: 7.7 eV
Total charge: +1
Largest force on an atom: 2.40 eV/Å
Total energy: -147374.9825 eV

Here is C37H59BrN4O2S2SeSi2Tm as an isolated structure in a non-equilibrium geometry from OMol25. Energies are from ωB97M-V/def2-TZVPD.

Last column: Löwdin spin population.
Element x y z (Å)
Tm 0.0331 -0.2771 0.2824  1.26
C -3.3153 2.5353 -6.4816  0.00
C -3.7814 1.5252 -5.4497  0.00
C -5.2163 2.1484 -4.9638  0.00
C -4.0358 0.1460 -6.1323  0.00
C -2.8719 1.4152 -4.2622  0.00
C -2.2740 0.2064 -3.7440  0.00
C -1.3727 0.2637 -2.7081  0.00
Br -0.7268 -1.5078 -2.1557  0.00
C -1.0828 1.4320 -1.9896  0.00
O -0.2886 1.4015 -0.8802  0.00
C -1.5446 2.6788 -2.6101  0.00
C -2.5468 2.5178 -3.5758  0.00
C -0.8533 4.0330 -2.2783  0.00
C 0.6855 3.9255 -2.4908  0.00
C -1.3719 5.2408 -3.1363  0.00
C -1.0772 4.3749 -0.7174  0.00
H -3.9005 2.4323 -7.4195  0.00
H -2.2579 2.3106 -6.7490  0.00
H -3.3850 3.5350 -6.0269  0.00
H -6.0146 1.9851 -5.7370  0.00
H -5.1309 3.2384 -4.7748  0.00
H -5.4673 1.6658 -3.9920  0.00
H -4.9757 0.2381 -6.6741  0.00
H -4.2602 -0.6365 -5.4034  0.00
H -3.1445 -0.0054 -6.7449  0.00
H -2.4538 -0.7368 -4.2507  0.00
H -3.1063 3.4013 -3.8933  0.00
H 0.9752 3.8574 -3.5859  0.00
H 1.1192 3.0362 -1.9549  0.00
H 1.1122 4.8641 -2.1752  0.00
H -1.0284 5.2234 -4.2265  0.00
H -1.1851 6.2017 -2.6236  0.00
H -2.5093 5.1828 -3.1992  0.00
H -0.9462 3.4517 -0.1602  0.00
H -2.1040 4.7246 -0.5681  0.00
H -0.3880 5.1353 -0.3656  0.00
S 0.2639 -2.6242 1.5265  -0.02
C 1.9692 -2.6082 1.1372  -0.03
N 2.7957 -3.5597 1.6150  0.19
N 2.3085 -4.4097 2.4962  0.06
C 3.1008 -5.3841 3.1256  0.00
C 2.8949 -5.7335 4.5043  0.01
C 3.9793 -6.1927 5.2021  0.00
C 5.1360 -6.6989 4.5020  0.02
C 5.2041 -6.6121 3.1035  0.00
C 4.1478 -5.9597 2.4260  0.02
N 2.6116 -1.6999 0.3937  0.23
N 2.0311 -0.9704 -0.5739  0.19
C 2.7409 -0.8716 -1.8060  0.01
C 3.5690 -1.9303 -2.1994  0.03
C 3.8653 -2.0479 -3.5487  0.00
C 3.3830 -1.1660 -4.5127  0.03
C 2.6916 -0.0514 -4.0689  0.00
C 2.4293 0.1396 -2.7062  0.03
H 1.3258 -4.3844 2.7025  0.00
H 1.9360 -5.6642 5.0360  0.00
H 3.9855 -6.1987 6.2791  0.00
H 5.9745 -7.2088 4.9790  0.00
H 6.0252 -7.1890 2.6629  0.00
H 4.1940 -6.0327 1.3433  0.00
H 3.8456 -2.6949 -1.4587  0.00
H 4.4392 -2.9081 -3.8485  0.00
H 3.7338 -1.2715 -5.5203  0.00
H 2.3990 0.6944 -4.8207  0.00
H 1.8956 1.0689 -2.4001  0.00
C -1.8499 2.0196 3.7890  0.00
Si -0.1506 1.4431 4.5151  0.00
C 0.7519 2.9729 5.1972  0.00
C -0.2130 -0.2718 5.2182  0.00
Se 1.1276 1.2167 2.4689  -0.01
H -1.6588 2.8746 3.1887  0.00
H -2.5498 2.3779 4.5950  0.00
H -2.2226 1.1827 3.1155  0.00
H 1.0479 3.7143 4.4069  0.00
H 1.6621 2.7604 5.7355  0.00
H 0.0318 3.3977 5.9184  0.00
H 0.8104 -0.6626 5.5013  0.00
H -0.5402 -1.0677 4.5240  0.00
H -0.7556 -0.3572 6.1102  0.00
C -3.6432 -3.8842 2.7113  0.00
C -3.1937 -2.9884 1.5322  0.00
S -2.8759 -1.2928 2.1541  0.00
O -2.0267 -0.6458 1.0361  0.00
C -4.5766 -0.7595 1.7445  0.00
C -4.8623 -0.5449 0.2445  0.00
H -2.8126 -4.5294 3.0117  0.00
H -4.4726 -4.5044 2.4065  0.00
H -3.8923 -3.3086 3.5811  0.00
H -3.9868 -3.0106 0.7736  0.00
H -2.2802 -3.4546 1.1667  0.00
H -4.7676 0.1489 2.3289  0.00
H -5.2766 -1.4790 2.1897  0.00
H -4.2884 -1.3153 -0.2839  0.00
H -4.5101 0.3863 -0.0662  0.00
H -5.9490 -0.5611 0.0685  0.00
C 4.2704 1.2137 0.3973  0.00
Si 3.5968 1.3564 2.2204  0.00
C 4.2792 0.0540 3.2676  0.00
C 3.7121 3.1422 2.9917  0.00
H 3.8770 1.8294 -0.3679  0.00
H 4.2775 0.1420 0.0705  0.00
H 5.3035 1.4869 0.6992  0.00
H 3.6331 -0.7756 3.5303  0.00
H 4.5827 0.6700 4.1234  0.00
H 5.2087 -0.3706 2.8651  0.00
H 4.5739 3.8414 2.7484  0.00
H 3.7063 2.9760 4.0723  0.00
H 2.7172 3.5818 2.7461  0.00

Summary:
Multiplicity: 3
LUMO (alpha / beta): 0.068 / 0.068 hartree
Molecular weight: 1040.01 g mol⁻¹
Gap between HOMO and LUMO (alpha / beta): 4.2 / 2.9 eV
Total charge: -1
<S²>: 2.052
Largest force on an atom: 4.56 eV/Å
Energy relative to the best compared isomer or geometry (same formula, charge and spin): 96.5 kcal/mol
Total energy: -251725.8373 eV

Here is an isolated molecule of C20H20N4O4S2 in a non-equilibrium geometry from OMol25. Energies are from ωB97M-V/def2-TZVPD.

Last column: natural (NBO) charge in e.
Element x y z (Å)
C 0.0455 -0.5037 -5.2412  -0.63
C 0.9936 -1.5587 -4.6886  -0.07
H 1.9714 -1.5042 -5.1721  0.19
H 0.5646 -2.5570 -4.8228  0.20
O 1.2567 -1.3487 -3.3018  -0.52
C 0.3284 -1.8088 -2.4435  0.78
O -0.6529 -2.4209 -2.8023  -0.61
C 0.6247 -1.5356 -1.0338  -0.23
C 1.6838 -0.8393 -0.5563  0.30
N 1.8880 -0.7840 0.8054  -0.59
C 1.2403 -1.6251 1.6686  0.11
C 0.1738 -2.3457 1.2678  -0.21
C -0.4445 -3.2925 2.0906  0.28
N -0.9573 -4.0677 2.7665  -0.31
C -0.4403 -2.0431 -0.0838  -0.27
C -1.5144 -1.0069 0.1039  -0.18
C -2.6621 -1.1104 0.8244  -0.25
C -3.4315 0.0744 0.8099  -0.23
C -2.8566 1.0595 0.0794  -0.42
S -1.3561 0.5660 -0.6058  0.42
H -3.2149 2.0517 -0.1099  0.23
H -4.3682 0.1808 1.3261  0.22
H -2.9472 -2.0014 1.3548  0.23
H -0.8998 -2.9478 -0.4999  0.27
S 1.9197 -1.7124 3.3148  0.25
C 0.4746 -1.0817 4.2417  -0.62
C -0.1163 0.1403 3.5537  0.68
O -1.3009 0.2954 3.4041  -0.56
N 0.8402 1.0140 3.1227  -0.63
C 0.6410 2.0151 2.1953  0.31
N 1.6461 2.4158 1.4488  -0.20
O 1.1563 3.3746 0.6247  -0.27
C -0.1529 3.5495 0.8650  0.35
C -0.5471 2.7104 1.8685  -0.37
H -1.5121 2.5754 2.3044  0.26
C -0.8946 4.5345 0.0444  -0.66
H -0.2806 5.4154 -0.1277  0.24
H -1.1389 4.0964 -0.9231  0.23
H -1.8147 4.8176 0.5466  0.24
H 1.8111 0.7662 3.2748  0.42
H 0.8483 -0.8297 5.2345  0.25
H -0.2815 -1.8623 4.3228  0.27
H 2.6628 -0.2367 1.1519  0.43
C 2.7016 -0.1071 -1.3620  -0.65
H 3.4006 -0.8067 -1.8176  0.24
H 2.2220 0.4449 -2.1642  0.25
H 3.2519 0.5882 -0.7315  0.22
H 0.4507 0.4921 -5.0768  0.21
H -0.9184 -0.5795 -4.7443  0.23
H -0.0938 -0.6604 -6.3070  0.22

Summary:
Multiplicity: 1
LUMO: 0.000 hartree
Molecular weight: 444.54 g mol⁻¹
Gap between HOMO and LUMO: 8.4 eV
Total charge: 0
SMILES string: CCOC(=O)C1=C(C)NC(SCC(=O)Nc2cc(C)on2)=C(C#N)[C@H]1c1cccs1
Largest force on an atom: 1.29 eV/Å
Energy relative to the best compared isomer or geometry (same formula, charge and spin): 49.2 kcal/mol
Total energy: -56884.7532 eV

Here is an isolated molecule of C11H17N5S in a non-equilibrium geometry from OMol25. Energies are from ωB97M-V/def2-TZVPD.

Last column: natural (NBO) charge in e.
Element x y z (Å)
C -2.0645 -2.9494 -0.7665  -0.60
C -1.8839 -1.6118 -0.0596  -0.40
C -3.1881 -1.1398 0.5797  -0.40
H -3.5349 -1.8856 1.2975  0.21
H -3.9533 -1.0311 -0.1914  0.22
C -3.0464 0.1983 1.3110  -0.21
N -2.7457 1.2719 0.4088  -0.23
C -1.5563 1.7978 -0.0021  0.50
N -1.8103 2.7396 -0.8930  -0.38
N -3.1326 2.7754 -1.0206  -0.05
N -3.7040 1.9345 -0.2785  -0.08
N -0.3414 1.3719 0.3982  -0.60
H -0.2925 0.8222 1.2425  0.40
C 0.8411 2.1293 0.0463  -0.25
C 2.0072 1.2118 -0.1202  -0.21
C 2.0309 -0.0400 -0.6472  -0.25
C 3.3223 -0.6172 -0.6469  -0.27
C 4.2770 0.1935 -0.1223  -0.18
S 3.5887 1.7025 0.3967  0.41
C 5.7334 -0.0618 0.0318  -0.64
H 6.0293 0.0066 1.0783  0.22
H 6.3135 0.6726 -0.5264  0.22
H 5.9763 -1.0549 -0.3383  0.23
H 3.5304 -1.6011 -1.0286  0.22
H 1.1562 -0.5357 -1.0281  0.23
H 0.6072 2.6467 -0.8902  0.25
H 1.0745 2.8915 0.8031  0.20
H -3.9905 0.4505 1.8011  0.23
H -2.2569 0.1424 2.0679  0.20
H -1.5422 -0.8682 -0.7828  0.21
H -1.1138 -1.7108 0.7106  0.19
H -1.1283 -3.2740 -1.2139  0.21
H -2.8101 -2.8656 -1.5536  0.21
H -2.3922 -3.7122 -0.0635  0.20

Summary:
Multiplicity: 1
LUMO: 0.020 hartree
Molecular weight: 251.36 g mol⁻¹
Gap between HOMO and LUMO: 9.2 eV
Total charge: 0
SMILES string: CCCCn1nnnc1NCc1ccc(C)s1
Largest force on an atom: 1.70 eV/Å
Energy relative to the best compared isomer or geometry (same formula, charge and spin): 0.8 kcal/mol
Total energy: -29967.6571 eV